Molecular formula: C14H18BF2N4O5
Method: DFT, ωB97M-V/def2-TZVPD

Its total charge is -1. As for the calculated total energy: -1364.0317 Eh. The gap between HOMO and LUMO comes out at 0.3001 Eh. Its LUMO energy is 0.0610 hartree.

Structure (XYZ):
```
44
C14H18BF2N4O5 (ωB97M-V/def2-TZVPD)
C -2.126 4.032 3.304
C -2.661 3.155 2.026
N -1.583 2.449 1.234
C -1.206 1.104 1.817
C -0.902 -0.067 0.717
C 0.660 -0.250 0.276
C 0.803 -1.826 -0.267
N 0.812 -3.077 -0.676
C 1.111 0.682 -1.029
C 2.374 -0.133 -1.762
N 3.476 -0.768 -2.102
C 1.766 -0.086 1.469
C 1.599 -1.111 2.737
N 0.427 -1.628 3.233
C -0.384 3.329 0.958
C -0.365 4.072 -0.539
O 0.661 3.533 1.764
H -2.895 3.856 4.195
H -1.068 3.720 3.711
H -2.206 5.196 3.061
H -3.512 2.445 2.438
H -3.199 3.900 1.282
H -0.366 1.288 2.610
H -2.157 0.738 2.437
H -1.496 0.241 -0.271
H -1.391 -1.107 1.039
H 1.459 1.726 -0.629
H 0.239 0.715 -1.809
H 2.851 -0.179 0.994
H 1.698 1.045 1.845
H 2.591 -1.414 3.322
H 0.673 -2.242 4.039
H 0.429 4.932 -0.551
H -1.454 4.402 -0.824
H -0.043 3.218 -1.301
B 1.169 -4.492 -3.466
O -0.272 -4.761 -3.535
C -0.488 -5.479 -4.645
O -1.586 -5.873 -5.003
C 0.757 -5.705 -5.329
O 0.904 -6.324 -6.370
O 1.758 -5.128 -4.649
F 1.729 -5.070 -2.255
F 1.413 -3.058 -3.495
```

Atom charges from the Mulliken analysis, given in e for atoms 1 to 5: atom 1 (C): -0.795, atom 2 (C): -0.457, atom 3 (N): 0.163, atom 4 (C): -0.515, atom 5 (C): -0.987


Molecular formula: C4H4ClN
Method: DFT, ωB97M-V/def2-TZVPD

Its total charge is 0. As for the calculated total energy: -669.5547 Eh. The gap between HOMO and LUMO (alpha / beta) comes out at 0.2651 / 0.2599 Eh. Its LUMO energy (alpha / beta) is -0.0263 / -0.0468 hartree.

Structure (XYZ):
```
10
C4H4ClN (ωB97M-V/def2-TZVPD)
C 1.380 0.723 -0.052
C -1.458 -0.507 0.436
C -0.715 -1.614 0.670
C 0.124 0.854 -0.762
N -1.069 0.481 -0.320
Cl 0.786 -2.034 0.676
H 2.366 1.017 -0.366
H -2.577 -0.481 0.543
H -0.057 1.327 -1.754
H 1.220 0.234 0.928
```

Atom charges from the Mulliken analysis, given in e for atoms 1 to 5: atom 1 (C): -0.862, atom 2 (C): -0.050, atom 3 (C): -0.010, atom 4 (C): 0.179, atom 5 (N): -0.476


Molecular formula: C17H28AsF6NiOSi2
Method: DFT, ωB97M-V/def2-TZVPD

Its total charge is -1. As for the calculated total energy: -5662.2242 Eh. The gap between HOMO and LUMO (alpha / beta) comes out at 0.2587 / 0.2586 Eh. Its LUMO energy (alpha / beta) is 0.1119 / 0.1119 hartree.

Structure (XYZ):
```
56
C17H28AsF6NiOSi2 (ωB97M-V/def2-TZVPD)
Ni -0.415 -0.178 0.223
C -0.461 3.272 0.850
Si 0.414 1.612 1.178
C 0.148 1.315 3.038
C 2.255 1.945 0.881
C 3.027 3.016 1.348
C 4.373 3.106 1.040
C 4.971 2.120 0.255
C 4.215 1.059 -0.212
C 2.851 0.959 0.089
Si 1.655 -0.426 -0.448
C 1.638 -0.383 -2.356
C 2.610 -2.028 -0.065
H -0.052 4.049 1.506
H -1.534 3.198 1.046
H -0.329 3.600 -0.183
H 0.422 2.198 3.625
H 0.752 0.471 3.379
H -0.898 1.078 3.251
H 2.574 3.789 1.963
H 4.963 3.938 1.408
H 6.026 2.187 0.012
H 4.697 0.298 -0.820
H 2.667 -0.438 -2.727
H 1.177 0.525 -2.752
H 1.091 -1.240 -2.757
H 3.576 -2.009 -0.581
H 2.068 -2.915 -0.395
H 2.801 -2.134 1.006
C -4.093 1.174 -0.925
As -2.173 0.880 -1.160
C -2.253 -0.362 -2.662
C -1.789 2.496 -2.199
H -4.566 1.374 -1.888
H -4.258 2.014 -0.252
H -4.525 0.276 -0.485
H -2.868 0.047 -3.467
H -2.653 -1.304 -2.295
H -1.242 -0.542 -3.025
H -2.358 2.491 -3.131
H -0.723 2.531 -2.424
H -2.052 3.380 -1.619
C -0.378 -3.014 1.734
C -1.524 -2.903 0.724
O -1.613 -1.704 0.090
C -2.856 -3.118 1.479
F -2.936 -4.317 2.109
F -3.005 -2.181 2.433
F -3.934 -3.033 0.683
C -1.351 -4.009 -0.344
F -0.209 -3.825 -1.026
F -1.289 -5.262 0.172
F -2.345 -4.018 -1.248
H -0.490 -2.213 2.463
H 0.561 -2.863 1.207
H -0.359 -3.976 2.250
```

Atom charges from the Mulliken analysis, given in e for atoms 1 to 5: atom 1 (Ni): -0.661, atom 2 (C): -1.345, atom 3 (Si): 0.943, atom 4 (C): -1.284, atom 5 (C): 0.294


Molecular formula: C8H21N2P
Method: DFT, ωB97M-V/def2-TZVPD

Its total charge is 0. As for the calculated total energy: -768.1834 Eh. The gap between HOMO and LUMO (alpha / beta) comes out at 0.2883 / 0.2885 Eh. Its LUMO energy (alpha / beta) is 0.0170 / 0.0170 hartree.

Structure (XYZ):
```
32
C8H21N2P (ωB97M-V/def2-TZVPD)
C -2.318 -0.211 0.969
C -1.290 1.978 1.584
C -1.567 1.390 -0.810
C 0.183 -1.380 -1.691
C 2.257 -1.602 -0.323
C 0.138 -2.585 0.510
C -1.264 0.825 0.575
C 0.736 -1.411 -0.272
N 2.454 2.555 0.069
N 1.389 1.965 -0.552
P 0.499 0.151 0.795
H -3.270 0.290 1.146
H -2.468 -0.943 0.180
H -2.035 -0.728 1.884
H -0.515 2.700 1.336
H -1.115 1.612 2.595
H -2.253 2.484 1.561
H -0.841 2.160 -1.056
H -1.542 0.625 -1.578
H -2.565 1.832 -0.806
H 0.493 -0.476 -2.211
H 0.558 -2.239 -2.247
H -0.903 -1.433 -1.694
H 2.734 -0.815 -0.905
H 2.501 -2.560 -0.782
H 2.676 -1.589 0.683
H -0.948 -2.564 0.492
H 0.466 -3.528 0.072
H 0.466 -2.560 1.548
H 3.254 1.960 0.280
H 2.142 3.053 0.896
H 1.742 1.392 -1.319
```

Atom charges from the Mulliken analysis, given in e for atoms 1 to 5: atom 1 (C): -1.982, atom 2 (C): -1.863, atom 3 (C): -1.648, atom 4 (C): -1.759, atom 5 (C): -1.845